No. 1
ORCA calculation (ωB97M-V with the def2-TZVPD basis set) on a molecular structure, C11H19BrIO6S.

Structure (XYZ):
```
39
Properties=species:S:1:pos:R:3:forces:R:3
C -3.14500 1.25619 0.16079 -0.3635 0.3081 0.0417
C -3.94820 2.54316 0.08697 0.1333 -0.2518 -0.2226
I -3.94131 3.56656 1.97272 -0.0711 0.0859 0.0671
C -5.39025 2.32359 -0.33962 0.1206 0.3800 -0.1696
S -6.37352 1.60327 1.01095 -0.2797 -0.0545 0.0889
Br -7.26736 -0.13706 0.07654 0.0154 -0.0093 0.0589
H -3.06747 0.80828 -0.82792 0.0509 -0.0216 -0.0937
H -2.15574 1.45106 0.55731 0.1325 -0.1134 0.0328
H -3.63685 0.52283 0.79656 0.1991 -0.1787 0.1023
H -3.51067 3.23679 -0.62588 0.0157 0.1036 0.0324
H -5.47566 1.67846 -1.21111 0.0462 -0.2000 0.0429
H -5.89535 3.26299 -0.55646 -0.0443 0.0562 0.0464
H -5.38317 0.99093 1.68490 0.0958 -0.1442 -0.0284
C 1.40982 -1.30116 1.85794 -0.1634 0.3043 0.1442
C 0.24189 -2.18303 1.51752 0.1870 -0.0484 -0.0553
C 0.35573 -2.90812 0.19095 -0.0102 -0.0069 -0.0012
O -1.02265 -3.02639 -0.21368 0.0604 0.0038 -0.0616
C -1.72143 -2.05299 0.38517 0.1740 -0.1558 0.1111
O -2.85881 -1.78465 0.13843 -0.2041 0.1580 -0.0450
O -0.97371 -1.41702 1.30903 -0.0303 0.0206 0.0316
H 1.28966 -0.85222 2.84346 -0.0146 -0.0449 0.0128
H 2.32897 -1.88298 1.84947 0.0023 -0.0324 0.0103
H 1.50013 -0.48763 1.13460 0.0234 -0.0808 -0.0870
H 0.03878 -2.88644 2.32793 -0.0301 -0.0228 -0.0143
H 0.80455 -3.89345 0.26477 -0.0897 -0.0499 -0.0044
H 0.89181 -2.31952 -0.55574 0.0216 0.0127 0.0149
C 4.99524 1.87160 -1.24360 0.0409 -0.0111 0.1881
C 4.85181 0.38459 -1.43469 -0.0165 0.1072 -0.0374
C 3.48650 -0.08571 -1.89805 -0.0036 -0.0471 -0.0187
O 3.38809 -1.38842 -1.30354 -0.1181 0.0955 -0.0122
C 4.19748 -1.41414 -0.21504 0.1544 0.1109 -0.1085
O 4.21185 -2.28592 0.59035 -0.0598 -0.1502 0.0698
O 4.96964 -0.31182 -0.17636 0.0480 -0.0053 -0.0353
H 6.01413 2.12920 -0.96084 0.0104 -0.0079 -0.0227
H 4.75275 2.39423 -2.16894 0.0078 -0.0095 -0.0275
H 4.32933 2.21828 -0.45277 -0.0631 -0.0036 -0.0452
H 5.63429 0.00026 -2.09318 -0.0116 -0.0332 -0.0114
H 3.39125 -0.16537 -2.97716 0.0119 -0.0998 0.0007
H 2.68344 0.54178 -1.50178 0.0222 0.0364 0.0054
```
Forces are in eV/Å.

Computed properties:
Max |F|, hartree/bohr: 0.0093
Kohn-Sham gap, eV: 7.84
E_HOMO, eV: -13.04
Charge: +1
LUMO, eV: -5.21

natural (NBO) atomic charge list, values in e, 2 entries:
1. C -0.644
2. C -0.319

No. 2
ORCA calculation (ωB97M-V with the def2-TZVPD basis set) on a molecular structure, H3NO2 at a distorted geometry.

Structure (XYZ):
```
6
Properties=species:S:1:pos:R:3:forces:R:3
N 0.94993 0.28280 -0.06800 -0.0611 -2.7416 -0.3228
O -1.45873 -0.16911 0.68145 -0.7938 1.7600 0.1369
O -0.56702 -0.58817 -0.25833 3.1458 1.2235 -0.4178
H 1.31706 0.23827 -1.06226 -1.1387 0.1291 0.9545
H 1.67366 -0.44717 0.36014 -2.4261 1.3754 -0.6218
H -1.91490 0.68339 0.34701 1.2738 -1.7464 0.2709
```
Forces are in eV/Å.

Computed properties:
Max |F|, hartree/bohr: 0.0661
Kohn-Sham gap, eV: 10.86
E_HOMO, eV: -10.43
Charge: 0
LUMO, eV: 0.43

natural (NBO) atomic charge list, values in e, 2 entries:
1. N -0.553
2. O -0.401

No. 3
ORCA calculation (ωB97M-V with the def2-TZVPD basis set) on 4 unconnected molecules or ions with the total composition C13H16F3NO14S at a distorted geometry.

Structure (XYZ):
```
48
Properties=species:S:1:pos:R:3:forces:R:3
C -1.64730 -3.76300 1.42671 0.8626 1.3517 -0.4024
C -0.07215 -3.69001 1.07361 1.0194 -3.2096 1.2930
O 0.70929 -4.63457 1.34761 -2.8022 3.5904 -1.3269
N 0.36762 -2.45822 0.37390 -1.2937 -0.4105 3.2518
O 1.39899 -2.68327 -0.51072 -1.0365 -0.0825 -0.9659
S 0.62452 -2.99535 -2.03304 0.3890 -2.9710 -2.1137
O 0.80548 -4.47256 -2.21817 -0.5985 3.5012 0.8764
O -1.03713 -2.78609 -1.86322 1.1650 -0.1934 0.3775
C 0.66006 -1.34291 1.30188 1.7176 2.6150 2.2284
C 0.43239 0.14126 0.71036 -0.6261 -1.1633 -0.2872
O 1.09449 -1.46378 2.46543 -1.9255 -0.6358 -3.7883
H -2.11298 -4.75876 1.14504 0.9844 1.1358 0.6098
H -2.18798 -2.95312 0.82971 0.7668 -1.0649 0.8544
H -1.72963 -3.50347 2.53514 -0.0424 -0.6484 -1.4458
H -1.38021 -2.10390 -2.48083 0.6791 -0.2503 0.4317
H 0.03533 0.85170 1.51869 0.8716 -1.3439 -0.9837
H -0.38720 0.10381 -0.08815 1.5844 -0.1277 1.1728
H 1.39414 0.55718 0.26099 -1.2212 -0.6717 0.6373
C 1.83737 -7.14370 -0.13510 -0.7245 0.8111 0.2930
C 3.31360 -7.37685 -0.10531 0.2288 -0.2990 0.5060
O 3.48259 -8.48441 -0.96764 -0.2669 0.4851 -0.3219
C 2.46543 -8.39974 -1.87181 -0.4848 -0.6548 -1.2531
O 2.43438 -9.00045 -2.90551 0.0428 0.3957 0.8362
O 1.49330 -7.54179 -1.45664 0.6868 -0.5113 -0.1935
F 3.72720 -7.73003 1.13663 0.2269 0.0375 0.0674
H 1.29736 -7.76668 0.58353 0.2654 -0.0483 0.0429
H 1.57717 -6.09914 0.04145 -0.0217 -0.2184 -0.2481
H 3.90953 -6.53437 -0.46784 0.0716 -0.0819 0.1593
C -0.09950 4.86184 -1.15192 0.0178 0.9717 -0.1031
C 0.55654 3.88744 -2.07572 0.6949 0.0125 0.0139
O 0.36990 2.64869 -1.42071 -0.6385 0.1113 -0.0816
C -0.78340 2.78646 -0.70793 -0.9779 -0.5538 0.7535
O -1.40011 1.86937 -0.24574 0.1046 1.2430 -0.5960
O -1.15296 4.09109 -0.59103 0.3499 -0.9845 -0.1653
F 1.88629 4.12749 -2.17440 0.0862 -0.0706 -0.1855
H 0.56675 5.20045 -0.35340 0.1359 -0.1710 -0.1432
H -0.48817 5.73232 -1.67567 -0.0823 -0.2636 0.1389
H 0.11329 3.84577 -3.07477 0.1905 -0.0287 -0.0019
C -2.92661 8.36491 1.85588 -0.7397 0.5912 0.3386
C -1.45054 8.12675 1.89813 0.3786 -0.2572 0.6562
O -1.27909 7.01783 1.03788 -0.3262 0.4795 -0.3858
C -2.28796 7.10534 0.12623 -0.5031 -0.6739 -1.2112
O -2.31244 6.50385 -0.90674 -0.2962 0.8143 0.8937
O -3.26048 7.96701 0.53248 0.6186 -0.3888 -0.1748
F -1.04930 7.77408 3.14186 0.1752 0.0650 -0.0008
H -3.47418 7.74455 2.57071 0.2594 -0.0421 0.0302
H -3.18513 9.41035 2.02868 -0.0434 -0.1024 -0.2261
H -0.84855 8.96662 1.53948 0.0775 -0.0890 0.1432
```
Forces are in eV/Å.

Computed properties:
Max |F|, hartree/bohr: 0.0923
Kohn-Sham gap, eV: 9.88
E_HOMO, eV: -9.93
Charge: 0
LUMO, eV: -0.05

natural (NBO) atomic charge list, values in e, 2 entries:
1. C -0.725
2. C 0.701

No. 4
ORCA calculation (ωB97M-V with the def2-TZVPD basis set) on 2 unconnected molecules or ions with the total composition C32H52Br2N4O7P at a distorted geometry.

Structure (XYZ):
```
98
Properties=species:S:1:pos:R:3:forces:R:3
C 5.13602 2.79116 0.24433 0.2963 -0.4455 0.0664
C 4.84803 1.36815 -0.39832 0.1156 1.3325 1.3488
O 3.43343 1.17859 -0.31459 0.0038 -0.7252 -0.1327
C 2.98345 0.02946 -1.02143 1.4046 -0.3341 -0.6140
C 1.83291 -0.78832 -0.35023 -0.1871 0.3863 -0.6648
C 0.74922 0.02604 0.48548 1.4514 -1.7122 0.4645
C 1.16936 0.37303 1.98957 -0.7051 0.1717 0.1655
Br 1.75869 2.26686 2.23213 -0.2769 -0.9762 -0.0328
C 2.20152 -0.51700 2.73055 1.4983 1.3100 0.8398
C 3.71700 -0.40951 2.30423 0.1259 -0.8794 0.5390
Br 1.80035 -2.44945 2.88402 -0.3104 0.4438 -0.1682
C -0.46487 -0.98385 0.63618 0.8589 0.4902 0.9144
N -1.72703 -0.16802 0.52562 0.8081 -0.4958 -0.0495
C -2.80452 -0.96049 1.17481 -1.6306 -1.2989 3.3733
C -2.98363 -0.43374 2.65657 -0.6679 1.4693 2.1469
C -2.11739 -0.85828 3.75922 -0.4665 0.5232 0.3210
C -2.22478 -0.35594 5.12133 -1.2920 1.1372 -1.0716
C -3.23294 0.64381 5.46238 0.3478 -1.2905 -2.7717
C -4.13550 1.06834 4.38979 1.6072 -1.0306 0.1345
C -4.02852 0.56175 3.01073 0.8306 0.0862 1.2310
C -5.06477 1.13960 1.99615 -0.2503 -1.1354 0.6306
C -1.88514 0.42826 -0.85190 -0.4164 0.0760 -1.3389
C -1.79057 -0.65816 -2.01612 0.7439 -1.4479 0.3654
C -2.83495 -1.81689 -1.91537 -1.2435 -0.7359 0.1493
O -3.95632 -1.71963 -2.36252 0.9041 0.9716 0.3496
N -2.46926 -3.11163 -1.30525 -0.4505 0.5060 -0.9092
C -3.66619 -3.72740 -0.64714 -0.0642 -0.4818 0.6469
C -2.17373 -3.99886 -2.50214 0.8365 -0.0591 -0.5956
C -3.30657 1.05572 -0.92528 -1.6317 0.3983 -2.7657
C -3.69424 1.65359 -2.42599 -2.2279 2.4004 1.0367
C -4.72587 2.90804 -2.37795 -0.0776 -5.0517 -2.1018
O -5.08223 1.44546 -2.82123 2.9439 0.1249 1.1894
C -0.66582 1.49524 -0.96358 -0.6398 0.0663 -1.2746
C -0.07490 1.62244 -2.44125 0.3898 0.3856 -0.0577
C 0.70193 2.94368 -2.78615 0.7763 0.2907 -1.3881
N 1.96990 3.15947 -2.07331 -0.3938 0.2378 -0.0187
P -1.19643 3.22735 -0.32565 2.4796 3.7798 1.8549
O -0.01160 4.08361 -0.00622 -1.1956 -1.1800 -0.7416
O -2.08167 4.07585 -1.43267 -0.2992 -1.6994 1.0876
O -1.96586 3.08762 1.17502 -0.4971 -0.7239 -2.2776
O 0.49554 1.25800 -0.17402 -1.4477 -0.6148 0.3507
H 4.32368 3.52805 0.02886 0.6712 -0.7118 -0.1325
H 5.18773 2.70486 1.36807 -0.0113 0.0377 -1.1551
H 6.13087 3.16732 -0.12820 -1.0441 -0.2735 0.4316
H 5.23824 1.31817 -1.44733 -0.3929 -0.1533 0.7755
H 5.34929 0.62799 0.29730 -0.2426 0.3503 -1.1188
H 3.87480 -0.66977 -1.10125 -1.0415 0.4088 -0.0584
H 2.78466 0.34436 -2.09119 -0.2644 -0.4412 1.0223
H 1.25191 -1.27308 -1.19324 0.7133 0.4654 0.7482
H 2.29594 -1.63817 0.20973 -0.7238 0.8052 -0.1255
H 0.21229 0.35660 2.59346 1.0286 0.0537 -0.5337
H 2.20004 -0.15775 3.79984 -0.3439 -0.4803 -1.1517
H 4.07913 0.63153 2.14471 -0.6284 -0.7926 0.0084
H 3.93372 -1.06923 1.42678 -0.1369 0.7690 0.5847
H 4.30846 -0.84179 3.16360 -0.5884 0.4174 -0.8976
H -0.42627 -1.87332 -0.03178 -0.5047 0.9561 0.1758
H -0.47922 -1.39430 1.68243 0.2140 0.4681 -1.1228
H -1.55206 0.64267 1.15691 -0.3895 -0.2705 -0.2462
H -3.82655 -0.99465 0.75092 1.0430 0.5882 -0.4832
H -2.51593 -2.04189 1.31030 0.1128 1.2252 -0.7070
H -1.30567 -1.61300 3.58157 -0.9253 0.6890 0.1019
H -1.53135 -0.67319 5.93705 -0.5939 0.0536 -1.0800
H -3.26552 1.02513 6.50376 -0.2358 -0.1858 -1.0046
H -4.90371 1.83790 4.64888 0.6542 -0.8478 -0.5040
H -4.76931 2.11872 1.54718 -0.0768 -0.9068 0.2924
H -6.04378 1.28878 2.53503 1.0401 -0.0800 -0.5513
H -5.25722 0.34055 1.22622 0.0690 1.1761 0.4439
H -1.92702 -0.23009 -3.03394 -0.0947 0.0171 1.0682
H -0.77560 -1.15430 -2.03894 -0.9441 0.6591 0.1568
H -3.25664 -4.56863 -0.01682 -0.5515 0.7249 -0.7440
H -4.41603 -4.12395 -1.38159 0.6432 0.4319 0.6743
H -4.19204 -3.03110 0.05017 0.4906 -0.4296 -0.7122
H -2.56984 -3.55733 -3.46088 0.1484 -0.4964 0.9857
H -1.06971 -4.11681 -2.64529 -0.9102 -0.0718 0.2601
H -2.66341 -4.99283 -2.35622 0.6510 0.8439 -0.0936
H -3.58619 1.83171 -0.18177 0.7700 -0.5834 -0.3729
H -4.13305 0.28728 -0.90292 1.2051 0.4297 0.3352
H -2.88664 1.67538 -3.24098 -1.5155 -0.0700 1.2190
H -5.41241 2.99178 -1.50722 1.0928 0.9124 -0.5621
H -4.91679 3.27833 -3.40843 0.4424 1.3448 1.5047
H -0.79862 1.48554 -3.27357 0.1648 0.1516 0.8323
H 0.66939 0.77711 -2.52743 -0.8313 0.7790 0.1774
H 0.95629 2.86808 -3.89257 -0.7673 -0.1317 0.9128
H 0.10209 3.88621 -2.70293 0.2392 -1.1102 0.1642
H 2.72730 2.57961 -2.43684 -0.3495 0.2798 0.0544
H 2.22289 4.14532 -2.18963 0.0375 -0.5996 0.2131
H -2.16802 5.00066 -1.13436 0.3119 -0.3389 -0.1218
H -2.23474 3.98411 1.45218 0.3488 -0.3954 0.0619
N 6.10963 -2.50513 -0.54550 -0.0116 -0.0361 -0.0073
C 5.35268 -3.59512 -0.20253 -0.1262 0.0620 0.0146
C 5.83809 -4.67853 -0.88771 -0.1261 0.0062 0.0764
C 6.93261 -4.22804 -1.67008 0.0870 0.1025 -0.0552
C 7.07773 -2.88514 -1.43621 0.0194 0.0458 -0.0605
H 5.97626 -1.57156 -0.19682 0.0872 -0.0928 0.0030
H 4.53592 -3.50412 0.49712 0.0500 -0.0490 0.0018
H 5.45139 -5.68399 -0.83270 0.0313 0.0528 0.0119
H 7.54522 -4.82228 -2.32947 -0.0247 0.0368 0.0473
H 7.78301 -2.16862 -1.82556 -0.0209 -0.0652 0.0108
```
Forces are in eV/Å.

Computed properties:
Max |F|, hartree/bohr: 0.1064
Kohn-Sham gap, eV: 7.91
E_HOMO, eV: -10.03
Charge: +1
LUMO, eV: -2.12

Löwdin atomic charge list, values in e, 2 entries:
1. C -0.067
2. C -0.259

No. 5
ORCA calculation (ωB97M-V with the def2-TZVPD basis set) on a single C10H11NO molecule at a distorted geometry.

Structure (XYZ):
```
23
Properties=species:S:1:pos:R:3:forces:R:3
C 1.63472 -0.98182 0.24664 -1.3540 -0.3696 -0.1110
C 1.39907 -0.70323 -1.22638 -0.9685 0.0131 -0.3831
C 1.02989 0.79337 -1.23075 -1.1993 -0.3959 -2.3238
C 1.32813 0.42664 0.78981 -1.5872 -0.4742 1.5916
C -0.18871 0.63715 0.69189 0.7396 -0.8415 0.4453
C -1.23338 0.41758 1.55071 -1.2206 -0.0437 -0.4689
C -2.56346 0.57430 1.00466 2.9065 0.2048 -0.5132
C -2.69752 0.98853 -0.30709 0.6412 1.0153 -0.0919
C -1.56631 1.20082 -1.16570 -1.8895 -0.9572 0.3702
C -0.34589 0.88469 -0.66102 -0.4915 0.8274 -0.0406
H 1.08897 -2.98982 0.21701 -0.3283 1.1920 0.5709
H 0.97167 -2.36485 1.70372 0.4094 0.0882 1.2260
H 2.66153 -1.12014 0.36564 1.8593 -0.4031 0.4805
H 2.32116 -0.76897 -1.76175 0.3953 -0.6082 -0.6868
H 0.55464 -1.28886 -1.61998 0.6159 -0.0582 -0.1732
H 1.12872 1.22586 -2.25106 0.3729 0.2185 0.9612
H 1.75196 0.58492 1.75559 0.4518 0.5253 0.5793
H -1.02901 0.10346 2.57530 -0.3318 0.1423 -0.2017
H -3.44076 0.41414 1.54831 -1.0100 -0.1795 1.0911
H -3.68933 1.34235 -0.57839 0.1166 -0.4172 -0.4857
H -1.75321 1.44540 -2.20046 0.1646 0.1876 -0.1231
N 0.83383 -2.12895 0.75530 0.2115 -0.0909 -2.2196
O 1.80330 1.30744 -0.20200 1.4961 0.4250 0.5066
```
Forces are in eV/Å.

Computed properties:
Max |F|, hartree/bohr: 0.0575
Kohn-Sham gap, eV: 9.84
E_HOMO, eV: -8.89
Charge: 0
SMILES string: N[C@H]1C[C@@H]2O[C@H]1c1ccccc12
LUMO, eV: 0.95

natural (NBO) atomic charge list, values in e, 2 entries:
1. C -0.072
2. C -0.431

The highest max |F| belongs to which entry? C32H52Br2N4O7P